1.
{"formula": "C6H9NP", "method": "ωB97M-V with the def2-TZVPD basis set", "mol_weight_g_mol": 126.12, "gap_ev": 6.686, "charge": 1, "relative_energy_kj_mol": 0.0, "e_tot_ha": -629.768321, "species": ["C", "C", "C", "C", "C", "N", "P", "C", "H", "H", "H", "H", "H", "H", "H", "H", "H"], "positions_angstrom": [[-2.53342, 1.33288, -2.37005], [-1.50848, 0.39146, -1.78549], [-0.83359, 0.67395, -0.69093], [0.10704, -0.36171, -0.15460], [0.78963, -0.32524, 0.97324], [1.46894, -0.30768, 1.98806], [2.04843, 0.39051, 3.30331], [2.76741, -1.09319, 4.03249], [-2.47205, 2.37313, -1.98503], [-2.61934, 1.23931, -3.40602], [-3.52032, 1.03802, -2.00787], [-1.41635, -0.63362, -2.39552], [-0.88666, 1.60899, -0.19164], [-0.14211, -1.28627, -0.70309], [3.67382, -1.24067, 3.38102], [2.01538, -1.83680, 3.75817], [3.23095, -1.02541, 5.06540]], "forces_ev_per_angstrom": [[-0.2, 0.2, 2.4], [-1.3, -1.4, -2.6], [2.2, -1.2, 0.9], [-1.8, 0.1, -0.1], [0.0, -0.2, -0.8], [-0.6, 0.8, -0.3], [0.0, -0.1, 0.2], [1.7, 0.3, -0.2], [0.5, -0.6, -0.6], [0.2, 0.2, -1.7], [-0.1, -0.4, 0.1], [0.0, 2.3, 1.7], [-0.2, 0.7, 0.3], [1.0, 0.0, 0.7], [-0.7, -0.2, 0.3], [0.5, -0.5, 0.9], [-1.3, -0.1, -1.1]]}



2.
{"formula": "H8O4", "method": "ωB97M-V with the def2-TZVPD basis set", "mol_weight_g_mol": 72.06, "gap_ev": 10.684, "relative_energy_kj_mol": 79.2, "e_tot_ha": -305.749035, "species": ["O", "H", "H", "O", "H", "H", "O", "H", "H", "O", "H", "H"], "positions_angstrom": [[-3.45840, -6.44536, 16.89415], [-3.55302, -5.68603, 17.49363], [-4.05200, -6.25998, 16.16192], [-6.82043, -4.15668, 21.00741], [-6.59753, -3.83190, 20.12422], [-7.77676, -4.07876, 21.06569], [-4.09795, -4.60295, 18.95071], [-4.97379, -4.20091, 18.89036], [-3.78469, -4.37853, 19.83191], [-6.63263, -3.09640, 18.33023], [-6.30925, -2.84294, 17.45866], [-7.13924, -2.33461, 18.63353]], "forces_ev_per_angstrom": [[0.0, 0.2, -0.1], [0.0, -0.3, 0.0], [0.0, 0.0, 0.0], [0.1, 0.2, 0.0], [-0.2, -0.2, 0.2], [0.0, -0.1, 0.0], [-0.1, 0.3, 0.0], [0.1, 0.0, 0.0], [0.1, -0.1, 0.0], [-0.1, 0.2, -0.1], [0.0, -0.1, 0.0], [0.0, 0.0, 0.0]]}



3.
{"formula": "C19H41F4N15O10", "method": "ωB97M-V with the def2-TZVPD basis set", "mol_weight_g_mol": 715.62, "gap_ev": 8.551, "e_tot_ha": -2722.042819, "species": ["C", "C", "C", "C", "C", "C", "O", "C", "O", "N", "F", "C", "C", "O", "C", "F", "F", "F", "C", "C", "H", "H", "H", "H", "H", "H", "H", "H", "H", "H", "H", "H", "H", "N", "C", "N", "O", "H", "H", "H", "H", "N", "C", "N", "O", "H", "H", "H", "H", "N", "C", "N", "O", "H", "H", "H", "H", "N", "C", "N", "O", "H", "H", "H", "H", "N", "C", "N", "O", "H", "H", "H", "H", "N", "C", "N", "O", "H", "H", "H", "H", "N", "C", "N", "O", "H", "H", "H", "H"], "positions_angstrom": [[7.28800, -2.61333, 1.50406], [6.00897, -2.02745, 0.95157], [4.82467, -2.68403, 1.20214], [3.64565, -2.12009, 0.73334], [3.59642, -0.94521, 0.04485], [2.30439, -0.30913, -0.43316], [1.16140, -1.09088, -0.03916], [0.60200, -0.67432, 1.13061], [1.13465, -0.89727, 2.20295], [-0.59791, 0.03746, 1.07031], [-1.07373, 0.31502, 2.32783], [-1.65273, -0.44348, 0.16414], [-2.08195, -1.91281, 0.30148], [-1.24533, -2.81404, -0.39395], [-2.34294, -2.39942, 1.72542], [-3.07744, -1.54718, 2.43763], [-3.10697, -3.52607, 1.63492], [-1.24156, -2.77249, 2.38866], [4.79842, -0.32985, -0.22446], [5.96683, -0.86519, 0.22146], [7.28596, -2.38056, 2.57991], [8.16570, -2.11898, 1.10122], [7.34006, -3.69785, 1.43040], [4.80431, -3.60295, 1.77517], [2.70851, -2.62005, 0.95285], [2.31858, -0.35571, -1.52735], [2.20956, 0.74483, -0.15793], [-2.50991, 0.21750, 0.29228], [-1.26050, -0.32062, -0.84658], [-3.04612, -1.96929, -0.20974], [-0.52460, -3.10523, 0.17639], [4.78423, 0.60608, -0.77886], [6.89740, -0.34215, 0.01533], [12.03580, -4.44240, 1.01169], [11.22964, -3.44024, 0.54637], [11.79102, -2.64531, -0.41529], [10.09635, -3.26892, 0.95719], [12.97006, -4.60150, 0.68763], [11.65503, -5.04458, 1.71720], [11.22694, -1.90076, -0.77946], [12.72051, -2.76921, -0.76721], [-3.21740, 4.68792, 1.37834], [-2.58967, 3.49309, 1.47721], [-1.89801, 3.29835, 2.63587], [-2.63627, 2.64161, 0.59047], [-3.18275, 5.39501, 2.10205], [-3.73975, 4.86333, 0.53488], [-1.41906, 2.42256, 2.74669], [-1.85225, 3.98208, 3.36736], [-3.78177, 8.50403, 4.36790], [-3.14998, 7.30183, 4.46657], [-2.45215, 7.10218, 5.61961], [-3.20715, 6.46064, 3.58036], [-3.75057, 9.20846, 5.07943], [-4.30467, 8.68005, 3.53008], [-1.97600, 6.22573, 5.72320], [-2.39316, 7.77742, 6.35726], [-6.67420, -1.19723, -2.10459], [-5.50434, -0.72030, -1.58466], [-5.53895, 0.57530, -1.16686], [-4.49712, -1.41180, -1.50464], [-7.51369, -0.65276, -2.18490], [-6.67966, -2.14967, -2.41953], [-4.69471, 0.96312, -0.78131], [-6.35312, 1.15652, -1.22721], [-2.47813, 4.47114, -2.30982], [-3.77853, 4.83311, -2.50269], [-3.99751, 5.67351, -3.56275], [-4.68470, 4.44066, -1.78571], [-1.72309, 4.78662, -2.88733], [-2.28072, 3.85210, -1.53764], [-4.94329, 5.95946, -3.73206], [-3.27129, 6.00942, -4.16514], [-6.76481, -0.39984, -5.53026], [-8.02758, 0.07319, -5.73754], [-8.16241, 0.93208, -6.79369], [-8.96817, -0.24671, -5.02975], [-5.97403, -0.15202, -6.09304], [-6.63871, -1.03068, -4.75972], [-9.07877, 1.29778, -6.97166], [-7.40378, 1.20797, -7.38654], [3.17776, -7.84715, 0.73528], [3.39385, -6.57270, 0.28070], [2.34585, -5.71258, 0.43861], [4.44352, -6.22383, -0.22568], [2.32056, -8.15030, 1.15556], [3.92997, -8.50185, 0.63430], [2.49230, -4.77221, 0.11778], [1.47070, -5.96797, 0.85439]], "forces_ev_per_angstrom": [[-0.4, 0.9, 0.7], [0.7, -1.3, 0.5], [-0.6, 0.4, -0.3], [-0.9, -1.4, 0.8], [-0.3, 0.7, -0.1], [0.7, -0.8, -0.6], [-1.2, 1.1, -0.2], [1.1, -0.5, 2.8], [-0.4, 0.5, -1.2], [0.6, -0.5, -2.0], [-0.1, -0.3, 0.2], [-0.1, 0.0, 0.4], [-0.1, 0.3, -0.2], [0.1, -0.1, 0.3], [-1.1, -1.1, -0.9], [0.4, 0.3, 0.3], [0.2, 0.0, 0.1], [0.1, 0.5, 0.2], [-0.7, 1.0, -0.5], [1.4, 0.6, -0.1], [0.1, -0.1, -0.1], [0.0, -0.3, -0.2], [0.1, 0.1, -0.3], [0.0, 0.0, -0.1], [0.0, 0.0, 0.1], [-0.2, 0.1, 0.1], [-0.1, -0.2, 0.3], [0.2, 0.1, 0.0], [-0.1, 0.0, 0.1], [0.1, 0.0, 0.2], [0.1, 0.1, -0.1], [0.2, 0.0, 0.0], [0.0, -0.1, 0.0], [0.0, -0.1, 0.1], [0.0, 0.0, 0.0], [0.0, 0.1, 0.0], [0.3, 0.0, -0.1], [0.0, 0.0, 0.0], [0.0, 0.0, 0.0], [0.0, 0.0, 0.0], [0.0, 0.0, 0.0], [-0.1, 0.2, -0.3], [-0.2, 0.3, 0.1], [0.2, -0.3, 0.0], [0.1, -0.2, -0.2], [0.0, -0.2, -0.1], [0.0, -0.1, 0.0], [0.0, 0.0, 0.0], [-0.1, 0.1, -0.1], [-0.1, 0.0, -0.1], [0.0, 0.2, 0.1], [0.1, -0.1, 0.0], [0.1, 0.1, 0.2], [0.0, 0.0, 0.0], [0.0, 0.0, 0.0], [0.0, 0.0, 0.0], [0.0, 0.0, 0.0], [0.0, -0.1, -0.2], [-0.1, 0.3, 0.1], [0.2, -0.2, 0.0], [-0.1, 0.0, -0.1], [0.0, 0.0, 0.0], [0.0, 0.0, 0.1], [0.0, 0.1, 0.0], [0.0, 0.0, 0.0], [0.0, -0.1, 0.2], [0.2, 0.0, 0.0], [-0.1, 0.0, 0.0], [-0.1, 0.1, 0.0], [0.0, 0.0, 0.0], [-0.1, -0.1, 0.1], [0.0, 0.0, 0.0], [0.0, 0.0, 0.0], [0.0, -0.1, 0.0], [0.1, 0.0, 0.0], [-0.1, 0.1, 0.0], [0.0, 0.0, 0.0], [0.0, 0.0, 0.0], [0.1, 0.1, 0.0], [0.0, 0.0, 0.0], [0.0, 0.0, 0.0], [0.1, -0.1, 0.0], [0.0, 0.0, 0.0], [-0.1, 0.1, 0.0], [0.1, -0.1, 0.0], [0.0, 0.0, 0.0], [0.0, 0.0, 0.0], [0.0, 0.0, 0.0], [0.0, 0.0, 0.0]]}



4.
{"formula": "C5H12EuO3", "method": "ωB97M-V with the def2-TZVPD basis set", "mol_weight_g_mol": 272.11, "gap_ev": [6.078, 7.983], "charge": 1, "spin_multiplicity": 9, "relative_energy_kj_mol": 0.0, "e_tot_ha": -1133.407702, "species": ["C", "C", "O", "Eu", "H", "H", "H", "H", "O", "H", "C", "O", "C", "C", "H", "H", "H", "H", "H", "H", "H"], "positions_angstrom": [[1.75893, -3.13691, -0.54815], [2.20710, -1.74612, -0.77601], [2.73557, -1.01855, 0.10162], [4.91698, 0.35945, 0.24733], [1.89505, -3.45637, 0.48998], [2.27801, -3.78239, -1.27515], [0.69681, -3.22809, -0.81073], [2.32229, -1.41142, -1.82077], [-0.36932, -0.24739, -0.13233], [0.41587, -0.01940, 0.49825], [-3.92396, 1.59777, 1.11778], [-2.96722, 0.93654, 0.32955], [-1.81297, 1.70121, 0.09878], [-0.84430, 0.92646, -0.76491], [-4.78040, 0.92428, 1.24088], [-3.51731, 1.84938, 2.11284], [-4.26466, 2.52901, 0.63225], [-1.33414, 1.97245, 1.05936], [-2.06947, 2.64471, -0.41976], [-0.00173, 1.58410, -1.03402], [-1.34885, 0.60936, -1.68880]], "forces_ev_per_angstrom": [[-0.6, 0.1, 0.1], [2.0, 0.5, 0.9], [-0.5, -0.8, -1.2], [-0.5, -0.3, 0.0], [0.1, 0.1, -0.3], [0.0, 0.2, 0.3], [0.1, 0.1, 0.0], [-0.6, 0.1, 0.1], [2.6, -0.1, 1.6], [-2.4, -0.4, -1.6], [-0.3, 0.3, 0.2], [0.3, -0.2, -0.2], [-0.2, 0.3, 0.1], [0.0, 0.3, -0.2], [0.3, 0.2, -0.1], [-0.1, -0.1, -0.2], [0.1, -0.2, 0.1], [0.0, 0.0, -0.2], [0.1, -0.2, 0.1], [-0.2, 0.0, 0.0], [0.1, 0.0, 0.3]]}



5.
{"formula": "C4H10NO", "method": "ωB97M-V with the def2-TZVPD basis set", "mol_weight_g_mol": 88.13, "gap_ev": 8.825, "charge": 1, "relative_energy_kj_mol": 545.8, "e_tot_ha": -287.955221, "species": ["C", "C", "C", "C", "N", "O", "H", "H", "H", "H", "H", "H", "H", "H", "H", "H"], "positions_angstrom": [[-2.59676, -0.87542, -0.21312], [0.43359, 0.87316, -0.59671], [1.01389, 2.10935, -0.05726], [1.05996, -1.38315, -0.11033], [0.41751, -0.16655, 0.37883], [-1.96776, -1.08024, 0.80664], [-3.66449, -1.04235, -0.20247], [-1.99600, -0.46335, -1.10274], [1.45706, 2.09327, 0.96988], [0.27850, 2.89903, -0.10308], [1.77995, 2.38006, -0.95288], [2.10263, -1.42674, -0.11694], [0.56591, -2.22846, 0.54652], [0.79811, -1.52302, -1.20119], [0.88899, 0.39588, 1.29492], [-0.57108, -0.56147, 0.65995]], "forces_ev_per_angstrom": [[1.6, 0.7, -0.5], [-0.7, 0.7, -0.5], [1.6, -0.5, -1.7], [-2.5, -3.3, -0.3], [2.1, 3.4, 3.3], [0.0, -0.1, 0.2], [-0.4, -0.1, -0.4], [-1.3, -0.5, 0.7], [0.0, -0.1, -0.6], [-0.4, 0.4, -0.3], [-1.4, -0.3, 2.2], [1.6, 0.4, 0.7], [1.5, 1.3, -1.5], [-0.2, 0.2, 1.3], [-1.3, -3.0, -2.0], [-0.3, 0.7, -0.3]]}



6.
{"formula": "C5H17NO2", "method": "ωB97M-V with the def2-TZVPD basis set", "mol_weight_g_mol": 123.20, "gap_ev": [9.995, 5.110], "charge": 1, "spin_multiplicity": 2, "relative_energy_kj_mol": 104.4, "e_tot_ha": -405.585142, "species": ["C", "C", "C", "C", "C", "N", "H", "H", "H", "H", "H", "H", "H", "H", "H", "H", "H", "H", "H", "H", "H", "O", "H", "H", "O"], "positions_angstrom": [[0.73264, 0.88330, -0.83475], [1.27795, 1.21489, 0.62769], [1.35121, -0.02652, 1.51576], [0.12874, -0.07806, 2.48743], [2.56443, -0.00176, 2.47640], [-0.69106, 0.88843, -0.81287], [1.12075, 1.62916, -1.53134], [1.15587, -0.02739, -1.26219], [0.61925, 1.94302, 1.11971], [2.23971, 1.73253, 0.57793], [1.29152, -0.94836, 0.91737], [-0.82432, -0.15968, 1.94393], [0.27239, -0.90422, 3.17587], [0.10070, 0.89022, 2.98665], [2.56277, -0.92599, 3.04541], [3.54856, 0.07793, 1.99625], [2.47422, 0.92478, 3.05024], [-1.09984, 0.10572, -0.30578], [-1.07348, 1.83289, -0.88960], [-2.58874, -2.23053, -6.16978], [-1.07794, -2.37727, -5.79289], [-1.90393, -2.85553, -5.94338], [-4.81443, -0.62935, -0.64089], [-3.32036, -0.69290, -0.63531], [-4.04660, -0.26529, -1.10186]], "forces_ev_per_angstrom": [[0.8, 0.4, -1.2], [-0.2, -0.2, 0.7], [-0.8, -0.6, 1.0], [0.4, 0.5, -1.2], [0.3, 0.5, -1.3], [2.1, 0.3, 0.5], [-0.5, 0.5, 0.2], [-0.3, -0.5, 0.7], [0.0, 0.0, -0.3], [0.0, -0.2, -0.7], [0.5, 0.2, 0.0], [0.0, -0.3, 0.2], [-0.4, 0.1, 0.1], [-0.1, -0.2, 0.5], [0.0, 0.3, 0.5], [-0.3, -0.2, -0.3], [0.0, -0.4, 0.5], [-0.7, 0.4, -0.3], [-0.9, -0.6, 0.1], [0.0, 0.4, -0.1], [-0.4, 0.1, -0.2], [0.5, -0.5, 0.3], [-0.1, 0.2, -0.2], [-0.1, -0.2, -0.1], [0.2, -0.1, 0.4]]}